(1)
{"formula": "C25H52FN8O3OsP2Se2", "method": "ωB97M-V with the def2-TZVPD basis set", "homo_energy_ha": [-0.572, -0.572], "homo_lumo_gap_ha": [0.187, 0.187], "total_energy_ev": -199266.0986, "total_charge": 3, "spin_multiplicity": 1, "largest_force_ev_per_a": 0.46, "species": ["Os", "C", "N", "C", "P", "O", "O", "P", "O", "N", "C", "C", "N", "C", "C", "N", "C", "C", "H", "H", "H", "H", "H", "H", "H", "H", "H", "H", "H", "H", "H", "H", "H", "H", "H", "H", "H", "H", "H", "H", "H", "H", "C", "Se", "C", "C", "Se", "C", "H", "H", "H", "H", "H", "H", "H", "H", "H", "H", "F", "C", "C", "C", "C", "C", "C", "C", "H", "H", "H", "H", "H", "H", "C", "N", "C", "N", "C", "N", "C", "N", "C", "C", "H", "H", "H", "H", "H", "H", "H", "H", "H", "H", "H", "H"], "xyz": [[-0.468, -1.071, -0.052], [4.954, 0.645, -0.953], [3.869, -0.241, -0.499], [4.250, -1.658, -0.414], [2.622, 0.381, 0.322], [1.549, -0.670, 0.530], [2.002, 1.568, -0.587], [0.619, 1.805, -1.383], [-0.427, 0.850, -0.798], [0.984, 1.507, -2.924], [-0.114, 1.462, -3.905], [2.308, 1.726, -3.523], [0.101, 3.310, -1.167], [-0.516, 3.760, 0.085], [0.527, 4.419, -2.038], [3.118, 1.133, 1.660], [4.432, 0.882, 2.272], [2.353, 2.210, 2.293], [5.842, 0.520, -0.332], [4.644, 1.688, -0.909], [5.215, 0.398, -1.982], [5.131, -1.782, 0.218], [4.492, -2.031, -1.410], [3.439, -2.249, 0.005], [-1.073, 1.320, -3.407], [0.055, 0.631, -4.592], [-0.150, 2.384, -4.488], [3.088, 1.693, -2.769], [2.345, 2.689, -4.036], [2.493, 0.946, -4.261], [-0.778, 2.909, 0.712], [-1.427, 4.313, -0.145], [0.167, 4.410, 0.634], [0.832, 4.053, -3.012], [1.348, 4.979, -1.588], [-0.323, 5.087, -2.176], [4.874, -0.031, 1.880], [4.306, 0.758, 3.346], [5.108, 1.719, 2.093], [1.361, 2.291, 1.854], [2.864, 3.166, 2.170], [2.243, 2.008, 3.359], [-5.284, 2.741, -2.042], [-3.384, 2.436, -1.764], [-3.489, 1.678, 0.025], [-3.962, 0.243, 0.095], [-2.839, -1.031, -0.898], [-3.922, -2.584, -0.423], [-5.665, 3.405, -1.271], [-5.834, 1.804, -2.063], [-5.374, 3.224, -3.012], [-4.171, 2.296, 0.612], [-2.497, 1.786, 0.457], [-4.934, 0.118, -0.385], [-4.055, -0.104, 1.126], [-4.289, -2.504, 0.595], [-3.342, -3.495, -0.535], [-4.760, -2.600, -1.117], [0.251, -1.854, -5.623], [0.158, -2.089, -4.343], [1.226, -1.735, -3.525], [1.123, -1.998, -2.183], [-0.070, -2.556, -1.618], [-0.057, -3.076, -0.241], [-1.122, -2.924, -2.533], [-1.015, -2.704, -3.869], [2.122, -1.318, -3.963], [1.967, -1.804, -1.537], [0.925, -3.355, 0.130], [-0.824, -3.816, -0.036], [-1.989, -3.444, -2.152], [-1.780, -3.001, -4.574], [-2.074, -2.224, 2.344], [-0.766, -1.559, 1.953], [-0.785, -0.159, 2.607], [-0.983, -0.247, 4.018], [-2.258, -0.920, 4.304], [-2.252, -2.279, 3.762], [-1.157, -3.034, 4.377], [0.125, -2.385, 4.085], [0.341, -2.355, 2.674], [0.110, -1.025, 4.620], [-2.064, -3.227, 1.916], [-2.872, -1.635, 1.902], [-1.604, 0.401, 2.144], [0.177, 0.304, 2.388], [-3.077, -0.348, 3.861], [-2.406, -0.959, 5.381], [-1.148, -4.053, 3.988], [-1.308, -3.077, 5.454], [0.304, -3.367, 2.275], [1.287, -1.882, 2.430], [1.063, -0.538, 4.404], [-0.030, -1.058, 5.698]]}

(2)
{"formula": "C25H53BClNP2Si2V", "method": "ωB97M-V with the def2-TZVPD basis set", "homo_energy_ha": [-0.253, -0.253], "homo_lumo_gap_ha": [0.214, 0.231], "total_energy_ev": -101495.3089, "total_charge": 0, "spin_multiplicity": 2, "largest_force_ev_per_a": 3.51, "species": ["V", "C", "C", "C", "Si", "C", "C", "Si", "H", "H", "H", "Cl", "C", "C", "C", "C", "H", "H", "H", "H", "H", "H", "H", "H", "H", "H", "H", "H", "C", "C", "P", "H", "H", "P", "H", "H", "C", "C", "C", "C", "C", "H", "C", "H", "H", "H", "H", "H", "H", "H", "C", "C", "H", "H", "H", "H", "H", "H", "H", "C", "C", "H", "H", "H", "H", "H", "H", "C", "C", "H", "H", "H", "H", "H", "H", "H", "C", "H", "H", "H", "B", "C", "N", "H", "H", "H"], "xyz": [[-0.286, -0.052, -0.049], [-1.629, -0.027, 1.862], [-1.903, 1.140, 1.145], [-2.492, 0.730, -0.091], [-1.408, 2.862, 1.834], [-2.521, -0.707, -0.104], [-1.953, -1.163, 1.123], [-1.550, -2.920, 1.780], [-1.289, -0.045, 2.969], [-2.881, 1.392, -0.878], [-2.933, -1.341, -0.906], [2.524, 0.382, -4.163], [-1.325, -2.882, 3.627], [-2.918, -4.079, 1.287], [-1.121, 2.763, 3.669], [-2.753, 4.075, 1.417], [-3.887, -3.576, 1.402], [-2.895, -4.931, 1.979], [-2.844, -4.463, 0.265], [-0.445, -2.304, 3.940], [-1.206, -3.918, 3.968], [-2.213, -2.460, 4.115], [-3.733, 3.586, 1.494], [-2.661, 4.522, 0.422], [-2.714, 4.877, 2.165], [-1.992, 2.321, 4.169], [-1.002, 3.793, 4.031], [-0.228, 2.185, 3.937], [0.104, -3.384, 0.990], [0.242, 3.303, 1.000], [0.343, -2.496, -0.574], [0.119, -4.472, 0.846], [0.911, -3.108, 1.688], [0.362, 2.458, -0.610], [1.068, 2.971, 1.651], [0.294, 4.395, 0.891], [2.101, 2.779, -1.178], [-0.882, 3.391, -1.692], [-0.885, -3.353, -1.741], [2.055, -2.955, -1.130], [3.080, -1.897, -0.706], [1.985, -2.953, -2.231], [2.492, -4.341, -0.644], [2.499, -4.380, 0.451], [3.515, -4.521, -0.996], [1.865, -5.153, -1.023], [3.170, -1.119, -1.472], [4.065, -2.367, -0.601], [2.829, -1.424, 0.255], [-1.823, -3.334, -1.164], [-0.507, -4.807, -2.017], [-1.110, -2.599, -3.052], [-0.410, -5.412, -1.108], [0.426, -4.872, -2.591], [-1.298, -5.264, -2.628], [-1.507, -1.588, -2.903], [-1.845, -3.153, -3.654], [-0.190, -2.526, -3.644], [-1.827, 3.228, -1.150], [-1.021, 2.784, -3.088], [-0.636, 4.898, -1.781], [-0.378, 5.367, -0.826], [-1.561, 5.371, -2.140], [0.146, 5.122, -2.515], [-1.521, 1.808, -3.068], [-0.049, 2.666, -3.585], [-1.640, 3.448, -3.707], [3.111, 1.946, -0.359], [2.474, 4.263, -1.149], [2.100, 2.395, -2.217], [2.208, 4.718, -0.185], [2.006, 4.831, -1.958], [3.561, 4.343, -1.279], [2.661, 1.360, 0.457], [3.866, 2.608, 0.086], [3.630, 1.253, -1.032], [0.611, -0.044, -1.906], [1.592, 0.257, -1.318], [0.103, 0.788, -2.551], [0.686, -1.049, -2.498], [1.632, 0.024, 3.953], [1.269, -0.023, 2.544], [0.982, -0.053, 1.408], [2.468, -0.826, 4.181], [0.638, -0.190, 4.643], [2.076, 1.128, 4.218]]}

(3)
{"formula": "C25H53ClN3O16P2", "method": "ωB97M-V with the def2-TZVPD basis set", "homo_energy_ha": -0.444, "homo_lumo_gap_ha": 0.281, "total_energy_ev": -95111.8141, "total_charge": 1, "spin_multiplicity": 1, "largest_force_ev_per_a": 0.51, "species": ["C", "C", "C", "C", "P", "O", "O", "O", "C", "N", "C", "C", "Cl", "C", "C", "C", "P", "O", "N", "C", "C", "C", "N", "H", "H", "H", "H", "H", "H", "H", "H", "H", "H", "H", "H", "H", "H", "H", "H", "H", "H", "H", "H", "H", "H", "H", "H", "H", "H", "H", "H", "H", "C", "O", "C", "O", "O", "C", "H", "H", "H", "H", "H", "H", "C", "O", "C", "O", "O", "C", "H", "H", "H", "H", "H", "H", "C", "O", "C", "O", "O", "C", "H", "H", "H", "H", "H", "H", "C", "O", "C", "O", "O", "C", "H", "H", "H", "H", "H", "H"], "xyz": [[-2.646, 1.146, 4.007], [-2.471, 0.091, 2.901], [-1.137, 0.127, 2.129], [-1.044, 0.806, 0.742], [0.734, 1.156, 0.428], [1.110, 2.389, 1.116], [1.602, -0.128, 0.804], [0.785, 1.115, -1.157], [-1.757, 2.156, 0.440], [-1.889, 3.054, 1.561], [-3.103, 1.718, -0.145], [-3.909, 2.775, -0.878], [-3.124, 3.182, -2.438], [-5.396, 2.392, -1.011], [-6.118, 2.798, -2.288], [-2.719, 0.437, -0.830], [-3.512, -0.359, -2.303], [-2.521, -1.061, -3.138], [-1.661, -0.070, -0.306], [-1.067, -1.385, -0.636], [-2.003, -2.546, -0.300], [-1.219, -3.809, 0.094], [-0.080, -4.138, -0.741], [-2.814, 0.665, 4.969], [-1.770, 1.786, 4.097], [-3.488, 1.804, 3.812], [-3.312, 0.108, 2.207], [-2.518, -0.892, 3.371], [-0.362, 0.554, 2.775], [-0.837, -0.909, 1.944], [1.719, -0.259, 1.759], [1.684, 1.180, -1.524], [-1.203, 2.605, -0.399], [-1.014, 3.092, 2.075], [-2.062, 3.998, 1.232], [-3.745, 1.393, 0.685], [-3.831, 3.674, -0.269], [-5.496, 1.307, -0.870], [-5.909, 2.843, -0.159], [-7.134, 2.408, -2.265], [-5.629, 2.416, -3.184], [-6.181, 3.882, -2.385], [-4.556, -1.108, -1.732], [-4.140, 0.731, -2.906], [-0.803, -1.354, -1.690], [-0.149, -1.463, -0.061], [-2.661, -2.251, 0.526], [-2.640, -2.774, -1.158], [-0.873, -3.714, 1.125], [-1.919, -4.648, 0.079], [-0.228, -3.982, -1.728], [0.788, -3.715, -0.449], [-1.862, -2.459, -6.003], [-2.288, -2.865, -7.306], [-3.607, -3.013, -7.420], [-4.413, -2.819, -6.543], [-3.882, -3.407, -8.658], [-5.275, -3.609, -8.927], [-0.782, -2.358, -6.058], [-2.312, -1.506, -5.735], [-2.142, -3.205, -5.262], [-5.829, -2.684, -8.783], [-5.680, -4.381, -8.276], [-5.327, -3.924, -9.964], [6.960, 0.342, 5.158], [6.640, 0.455, 3.764], [5.583, 1.215, 3.508], [4.874, 1.746, 4.327], [5.424, 1.291, 2.185], [4.342, 2.130, 1.774], [7.812, -0.328, 5.216], [7.221, 1.314, 5.570], [6.124, -0.079, 5.708], [4.510, 3.161, 2.081], [3.399, 1.785, 2.189], [4.318, 2.071, 0.689], [7.002, -1.386, 11.316], [6.669, -1.271, 9.925], [5.639, -0.469, 9.672], [4.994, 0.136, 10.486], [5.438, -0.449, 8.350], [4.351, 0.390, 7.944], [7.848, -2.063, 11.356], [7.272, -0.414, 11.723], [6.162, -1.793, 11.875], [4.531, 1.422, 8.237], [3.413, 0.049, 8.380], [4.307, 0.323, 6.861], [0.118, 0.895, -4.984], [0.786, 0.067, -5.935], [1.909, 0.604, -6.430], [2.368, 1.668, -6.104], [2.415, -0.235, -7.322], [3.624, 0.218, -7.950], [-0.751, 0.325, -4.660], [0.765, 1.102, -4.132], [-0.193, 1.836, -5.435], [4.404, 0.367, -7.207], [3.447, 1.149, -8.484], [3.902, -0.570, -8.641]]}

(4)
{"formula": "C25H53N3O14S2", "method": "ωB97M-V with the def2-TZVPD basis set", "homo_energy_ha": -0.312, "homo_lumo_gap_ha": 0.327, "total_energy_ev": -81588.6389, "total_charge": 0, "spin_multiplicity": 1, "largest_force_ev_per_a": 2.34, "species": ["O", "S", "O", "O", "C", "C", "O", "H", "H", "H", "H", "O", "S", "O", "O", "C", "C", "O", "H", "H", "H", "H", "C", "N", "C", "C", "O", "H", "H", "H", "H", "H", "H", "H", "C", "N", "C", "C", "O", "H", "H", "H", "H", "H", "H", "H", "C", "N", "C", "C", "O", "H", "H", "H", "H", "H", "H", "H", "C", "C", "C", "O", "C", "H", "H", "H", "H", "H", "H", "H", "H", "C", "C", "C", "O", "C", "H", "H", "H", "H", "H", "H", "H", "H", "C", "C", "C", "O", "C", "H", "H", "H", "H", "H", "H", "H", "H"], "xyz": [[4.506, -1.565, 3.147], [3.561, -1.246, 2.128], [3.260, 0.100, 1.806], [3.920, -2.129, 0.798], [3.263, -3.372, 0.767], [2.260, -3.412, 1.936], [2.190, -2.071, 2.411], [2.758, -3.467, -0.199], [3.945, -4.224, 0.769], [2.540, -4.064, 2.766], [1.231, -3.644, 1.659], [-0.747, 0.048, -2.203], [0.024, 0.809, -1.267], [1.054, 1.700, -1.728], [-0.888, 1.644, -0.252], [-1.105, 0.929, 0.967], [0.208, 0.218, 1.180], [0.635, -0.176, -0.120], [-1.306, 1.636, 1.769], [-1.963, 0.263, 0.851], [0.021, -0.684, 1.760], [0.982, 0.826, 1.646], [-0.113, 2.022, 4.691], [-1.552, 2.056, 4.689], [-2.334, 1.008, 4.331], [-3.817, 1.241, 4.273], [-1.871, -0.064, 3.973], [0.354, 1.349, 3.973], [0.280, 1.706, 5.664], [0.229, 3.043, 4.525], [-1.961, 2.972, 4.720], [-4.103, 2.177, 4.757], [-4.391, 0.460, 4.774], [-4.178, 1.200, 3.245], [2.624, 1.879, -8.196], [1.681, 1.562, -7.147], [2.018, 0.765, -6.115], [0.998, 0.637, -5.003], [3.087, 0.159, -6.106], [2.218, 2.589, -8.915], [2.930, 0.985, -8.734], [3.485, 2.389, -7.758], [0.803, 2.048, -7.090], [1.331, -0.081, -4.262], [0.069, 0.271, -5.446], [0.811, 1.590, -4.512], [3.664, -0.619, -2.130], [4.319, -0.265, -3.364], [5.672, -0.170, -3.471], [6.165, 0.175, -4.868], [6.465, -0.293, -2.551], [2.892, -1.355, -2.369], [3.195, 0.217, -1.606], [4.405, -1.036, -1.450], [3.851, -0.155, -4.256], [6.082, -0.717, -5.490], [7.189, 0.527, -4.800], [5.547, 0.956, -5.309], [0.823, 5.969, 0.230], [-0.433, 5.753, 1.094], [0.039, 4.643, 2.038], [1.145, 3.989, 1.419], [1.307, 4.533, 0.105], [1.536, 6.611, 0.744], [0.551, 6.349, -0.755], [-1.233, 5.478, 0.408], [-0.750, 6.613, 1.685], [-0.802, 3.947, 2.192], [0.390, 4.922, 3.035], [0.797, 3.965, -0.676], [2.367, 4.490, -0.148], [-2.495, -3.581, 3.247], [-2.563, -4.992, 2.644], [-1.993, -4.824, 1.260], [-1.024, -3.784, 1.427], [-1.633, -2.783, 2.236], [-2.251, -3.493, 4.301], [-3.457, -3.054, 3.165], [-3.522, -5.507, 2.691], [-1.850, -5.609, 3.199], [-2.732, -4.554, 0.493], [-1.464, -5.674, 0.828], [-2.212, -2.042, 1.681], [-0.810, -2.280, 2.745], [-5.779, -2.355, 1.131], [-5.494, -2.499, -0.376], [-4.148, -1.774, -0.486], [-4.213, -0.681, 0.409], [-5.162, -1.007, 1.448], [-5.236, -3.161, 1.628], [-6.843, -2.368, 1.349], [-6.223, -1.940, -0.963], [-5.307, -3.489, -0.790], [-3.877, -1.472, -1.500], [-3.329, -2.461, -0.214], [-5.930, -0.232, 1.441], [-4.585, -0.993, 2.373]]}

(5)
{"formula": "C25H54BI2NO8Si", "method": "ωB97M-V with the def2-TZVPD basis set", "homo_energy_ha": -0.317, "homo_lumo_gap_ha": 0.318, "total_energy_ev": -69419.3263, "total_charge": 0, "spin_multiplicity": 1, "largest_force_ev_per_a": 3.21, "species": ["C", "C", "B", "O", "Si", "C", "C", "C", "C", "C", "C", "C", "C", "C", "O", "C", "C", "N", "C", "C", "I", "C", "C", "I", "H", "H", "H", "H", "H", "H", "H", "H", "H", "H", "H", "H", "H", "H", "H", "H", "H", "H", "H", "H", "H", "H", "H", "H", "H", "H", "H", "H", "H", "H", "H", "H", "H", "H", "H", "H", "H", "H", "C", "C", "O", "C", "O", "O", "C", "H", "H", "H", "H", "H", "H", "H", "H", "C", "C", "O", "C", "O", "O", "C", "H", "H", "H", "H", "H", "H", "H", "H"], "xyz": [[4.679, -2.958, 2.440], [3.830, -2.007, 1.390], [3.643, -2.662, -0.106], [4.519, -3.809, -0.514], [2.358, -2.011, -1.450], [0.863, -3.281, -1.332], [-0.590, -2.603, -1.668], [-1.840, -3.319, -0.817], [-3.194, -3.041, -1.706], [-4.403, -2.276, -0.858], [-4.778, -0.793, -1.454], [-3.742, 0.406, -1.033], [-2.967, 0.190, 0.395], [-1.816, 1.358, 0.706], [-1.346, 1.133, 2.107], [0.141, 1.174, 2.157], [1.785, -0.251, -0.923], [2.894, 0.608, -0.295], [2.727, 2.048, -0.804], [3.023, -2.157, -3.249], [1.495, -2.603, -4.765], [3.873, -0.869, -3.795], [2.910, 0.422, -4.247], [5.523, -0.226, -2.497], [5.790, -3.098, 2.094], [4.673, -2.379, 3.483], [4.109, -3.972, 2.624], [4.324, -0.925, 1.317], [2.746, -1.835, 1.830], [4.143, -4.619, -0.052], [0.834, -3.597, -0.187], [1.072, -4.265, -1.951], [-0.676, -1.459, -1.436], [-0.864, -2.806, -2.812], [-1.583, -4.473, -0.787], [-1.893, -2.949, 0.292], [-3.010, -2.395, -2.679], [-3.597, -4.107, -2.044], [-5.371, -2.953, -1.034], [-4.225, -2.300, 0.313], [-5.888, -0.459, -1.219], [-4.710, -0.888, -2.641], [-3.002, 0.664, -1.934], [-4.406, 1.390, -0.906], [-3.765, 0.234, 1.251], [-2.404, -0.835, 0.482], [-0.956, 1.214, -0.087], [-2.282, 2.432, 0.662], [0.631, 0.092, 2.057], [0.609, 1.886, 1.339], [0.442, 1.572, 3.224], [1.196, 0.349, -1.756], [0.994, -0.408, -0.042], [2.797, 0.594, 0.765], [1.677, 2.480, -0.499], [2.785, 2.065, -1.977], [3.635, 2.726, -0.428], [3.767, -3.090, -3.256], [4.384, -1.219, -4.816], [1.815, 0.340, -3.845], [3.446, 1.444, -3.998], [2.821, 0.401, -5.438], [7.545, 1.239, 1.203], [7.295, 2.378, 0.231], [6.619, 3.466, 0.872], [7.385, 4.234, 1.687], [8.575, 4.079, 1.910], [6.591, 5.187, 2.238], [7.257, 6.000, 3.202], [6.610, 0.928, 1.680], [7.986, 0.381, 0.689], [8.224, 1.541, 2.007], [6.637, 2.028, -0.573], [8.223, 2.723, -0.240], [8.165, 6.448, 2.788], [7.488, 5.406, 4.091], [6.577, 6.807, 3.493], [-8.837, 1.577, 3.486], [-8.273, 1.952, 2.126], [-8.277, 0.829, 1.237], [-9.488, 0.493, 0.723], [-10.546, 1.057, 0.948], [-9.322, -0.603, -0.061], [-10.544, -1.125, -0.581], [-8.303, 0.715, 3.898], [-8.755, 2.415, 4.184], [-9.891, 1.292, 3.416], [-7.228, 2.260, 2.242], [-8.810, 2.799, 1.682], [-11.114, -0.355, -1.109], [-11.136, -1.557, 0.231], [-10.298, -1.919, -1.292]]}